No. 1
28
Properties=species:S:1:pos:R:3:lowdin_charge:R:1 method="wB97M-V/def2-TZVPD" homo_lumo_gap_ev=3.22 charge=-3 relative_energy_kj_mol=610.7 homo_ev=2.00
O 0.681 1.158 2.439 -0.38
V 0.856 0.765 0.869 1.08
O 2.465 0.693 0.593 -0.46
S -3.818 0.447 -0.470 0.04
O -4.761 -0.184 0.439 -0.42
O -4.388 1.613 -1.088 -0.46
O -2.559 0.771 0.218 -0.44
O -3.418 -0.487 -1.478 -0.42
S -1.044 -3.210 1.610 0.17
O -0.005 -2.375 0.986 -0.40
O -2.053 -3.610 0.595 -0.40
O -0.574 -4.510 2.111 -0.48
O -1.706 -2.390 2.675 -0.40
O 4.242 -3.188 0.981 -0.06
H 4.419 -3.826 0.290 0.01
H 3.294 -3.230 1.110 0.04
O 0.433 3.825 -0.032 -0.04
H 0.862 4.616 0.294 0.03
H -0.040 4.113 -0.812 0.04
O 0.051 -0.084 -2.344 -0.06
H -0.872 -0.274 -2.177 0.02
H 0.204 -0.402 -3.234 0.02
O -3.284 3.763 2.124 -0.08
H -3.936 3.099 2.350 0.03
H -2.757 3.357 1.435 0.01
O 6.088 0.183 -3.246 -0.06
H 5.993 -0.593 -3.799 0.02
H 5.627 -0.041 -2.437 0.04

=====

No. 2
15
Properties=species:S:1:pos:R:3:nbo_charge:R:1 method="wB97M-V/def2-TZVPD" homo_lumo_gap_ev=10.31 charge=0 smiles=O.O.O.O.S relative_energy_kj_mol=112.6 homo_ev=-10.12
O -1.057 2.615 0.637 -0.93
H -0.242 2.180 0.944 0.47
H -1.083 2.181 -0.233 0.46
O 0.375 -0.150 -1.232 -0.96
H 0.818 -0.540 -2.003 0.48
H 0.802 -0.841 -0.680 0.49
O 0.609 -2.544 0.528 -0.96
H 0.391 -1.746 1.015 0.49
H -0.117 -3.147 0.443 0.49
O 1.978 1.628 -0.131 -0.96
H 1.237 1.355 -0.721 0.48
H 2.688 1.319 -0.711 0.46
S -1.910 -1.348 0.744 -0.33
H -1.486 -0.196 0.167 0.17
H -3.003 -0.766 1.235 0.15

=====

No. 3
15
Properties=species:S:1:pos:R:3:nbo_charge:R:1 method="wB97M-V/def2-TZVPD" homo_lumo_gap_ev=10.31 charge=0 smiles=O.O.O.O.S relative_energy_kj_mol=98.2 homo_ev=-9.80
O 0.088 -2.460 0.543 -0.95
H -0.553 -2.835 -0.047 0.46
H 0.625 -1.886 0.070 0.48
O -2.006 0.285 -0.154 -0.96
H -2.054 0.700 0.747 0.48
H -2.090 -0.635 0.076 0.48
O -0.845 0.507 -3.167 -0.96
H -1.427 0.572 -2.379 0.49
H -1.652 0.525 -3.709 0.47
O 1.554 -0.916 -1.952 -0.95
H 2.270 -0.437 -2.219 0.46
H 0.955 -0.323 -2.458 0.49
S 0.667 1.438 2.640 -0.29
H 1.522 0.786 1.835 0.15
H 1.407 1.194 3.680 0.14

=====

No. 4
16
Properties=species:S:1:pos:R:3:nbo_charge:R:1 method="wB97M-V/def2-TZVPD" homo_lumo_gap_ev=9.77 charge=0 smiles=SS.O.O.O.O relative_energy_kj_mol=116.7 homo_ev=-9.40
S 2.383 -1.187 0.783 -0.13
S 3.904 -2.482 0.415 -0.11
H 2.786 -0.357 1.699 0.12
H 4.734 -1.767 -0.341 0.12
O -4.021 0.101 -2.860 -0.94
H -4.440 -0.358 -2.126 0.47
H -4.352 -0.314 -3.641 0.47
O -0.979 0.423 0.677 -0.94
H -0.183 0.604 0.328 0.47
H -1.253 -0.412 0.376 0.47
O 1.198 1.082 4.071 -0.94
H 0.406 0.985 3.455 0.48
H 1.669 1.761 3.560 0.46
O -0.509 0.547 -1.788 -0.97
H 0.062 0.585 -2.635 0.48
H -1.405 0.789 -1.974 0.49

=====

No. 5
15
Properties=species:S:1:pos:R:3:nbo_charge:R:1 method="wB97M-V/def2-TZVPD" homo_lumo_gap_ev=11.07 charge=0 smiles=O.O.O.O.O relative_energy_kj_mol=117.0 homo_ev=-10.93
O 2.071 -0.103 2.531 -0.96
H 1.207 -0.214 2.115 0.49
H 2.611 0.418 1.883 0.46
O -1.091 -2.352 1.511 -0.96
H -1.035 -1.502 1.109 0.48
H -2.002 -2.517 1.754 0.46
O -0.277 0.171 0.807 -0.96
H -0.894 0.889 0.913 0.48
H 0.108 0.324 -0.013 0.49
O 1.662 0.082 -1.639 -0.96
H 1.104 -0.517 -2.167 0.48
H 2.221 -0.522 -1.136 0.48
O -2.126 1.659 -2.468 -0.92
H -2.224 2.255 -3.147 0.46
H -1.335 1.935 -2.047 0.46

=====

No. 6
15
Properties=species:S:1:pos:R:3:nbo_charge:R:1 method="wB97M-V/def2-TZVPD" homo_lumo_gap_ev=11.11 charge=0 smiles=O.O.O.O.O relative_energy_kj_mol=243.2 homo_ev=-10.68
O -0.165 0.863 2.558 -1.00
H -1.015 1.316 2.974 0.49
H -0.207 0.489 1.699 0.49
O 0.038 0.081 -0.040 -0.93
H -0.188 -0.679 -0.284 0.47
H 0.891 -0.298 0.265 0.49
O -1.434 -2.083 -0.684 -0.95
H -2.145 -2.392 -0.109 0.48
H -1.876 -1.991 -1.525 0.48
O -1.268 2.150 -1.007 -0.98
H -0.738 1.508 -0.554 0.50
H -1.320 2.147 -1.890 0.46
O 3.034 -0.644 -0.228 -0.94
H 3.419 -0.753 -1.061 0.47
H 2.973 0.287 -0.114 0.47

=====

No. 7
15
Properties=species:S:1:pos:R:3:nbo_charge:R:1 method="wB97M-V/def2-TZVPD" homo_lumo_gap_ev=11.20 charge=0 smiles=O.O.O.O.O relative_energy_kj_mol=150.2 homo_ev=-11.13
O 0.982 -0.469 0.803 -0.93
H 1.222 0.171 1.484 0.47
H 0.583 0.067 0.108 0.46
O -2.386 0.536 1.204 -0.93
H -2.687 1.130 0.507 0.46
H -2.212 1.120 1.951 0.47
O 4.374 -2.027 -0.177 -0.93
H 5.303 -2.103 -0.420 0.46
H 4.030 -2.922 -0.283 0.47
O 0.563 4.441 -0.726 -0.93
H -0.303 4.026 -0.802 0.46
H 1.067 4.068 -1.458 0.47
O -3.486 -2.635 -1.051 -0.94
H -4.267 -2.579 -0.490 0.47
H -3.115 -1.746 -1.027 0.47

=====

No. 8
15
Properties=species:S:1:pos:R:3:nbo_charge:R:1 method="wB97M-V/def2-TZVPD" homo_lumo_gap_ev=10.99 charge=0 smiles=O.O.O.O.O relative_energy_kj_mol=180.5 homo_ev=-10.65
O 1.463 1.021 -0.603 -0.96
H 0.775 0.670 -0.076 0.48
H 1.850 1.741 -0.156 0.48
O -1.361 3.113 0.972 -0.96
H -2.007 3.370 1.543 0.45
H -1.206 2.186 1.024 0.49
O -0.864 0.390 1.365 -1.04
H -1.721 0.332 1.720 0.47
H -0.734 -0.229 0.473 0.51
O -0.690 -1.615 -0.250 -1.00
H -0.681 -2.121 0.529 0.48
H 0.181 -1.928 -0.925 0.52
O 1.445 -2.497 -1.619 -0.92
H 1.400 -2.679 -2.500 0.49
H 2.149 -1.755 -1.498 0.52

=====

No. 9
15
Properties=species:S:1:pos:R:3:nbo_charge:R:1 method="wB97M-V/def2-TZVPD" homo_lumo_gap_ev=10.54 charge=0 smiles=O.O.O.O.O relative_energy_kj_mol=244.7 homo_ev=-10.49
O 23.705 43.430 23.692 -0.92
H 24.151 43.866 23.090 0.46
H 23.624 42.556 23.470 0.46
O 18.430 40.187 22.461 -0.96
H 18.003 40.519 21.509 0.49
H 17.782 39.550 22.647 0.49
O 21.069 40.586 22.077 -0.94
H 20.144 40.754 22.021 0.49
H 21.352 41.372 22.388 0.46
O 22.091 38.258 21.366 -0.95
H 21.857 39.134 21.486 0.48
H 22.992 38.173 21.358 0.45
O 20.205 38.887 24.479 -0.95
H 19.690 39.366 23.790 0.48
H 20.644 39.458 25.061 0.47

=====

No. 10
15
Properties=species:S:1:pos:R:3:nbo_charge:R:1 method="wB97M-V/def2-TZVPD" homo_lumo_gap_ev=11.23 charge=0 smiles=O.O.O.O.O relative_energy_kj_mol=131.3 homo_ev=-11.04
O -0.041 0.416 0.458 -0.95
H -0.018 0.653 -0.476 0.46
H 0.619 -0.281 0.539 0.48
O 3.041 -1.971 -3.099 -0.93
H 3.711 -2.064 -2.412 0.47
H 2.620 -1.126 -2.902 0.47
O 0.536 2.700 4.200 -0.94
H -0.352 2.668 4.573 0.47
H 0.389 2.707 3.247 0.47
O 0.924 -2.250 0.847 -0.94
H 0.414 -2.883 0.329 0.48
H 1.833 -2.393 0.562 0.47
O -4.266 1.431 -1.740 -0.93
H -4.888 0.741 -1.483 0.47
H -4.520 1.652 -2.643 0.47